(1)
A single C3H9N3O molecule at a distorted geometry, computed with ωB97M-V/def2-TZVPD.

Structure (XYZ):
```
16
Properties=species:S:1:pos:R:3:forces:R:3
O -2.007327 1.083699 -0.651551 -0.41 -0.20 0.02
N 0.034287 -1.821819 -0.484991 0.27 0.50 -0.01
N -1.525786 -0.201778 -1.028867 2.85 -0.15 0.63
N 0.788232 0.641394 0.801448 -0.64 2.09 4.47
C 1.725115 0.785398 -0.296094 -0.51 -0.65 -0.63
C -0.543685 -0.147918 1.248493 3.87 0.78 -3.82
C -0.572968 -0.606583 -0.181317 -6.18 -2.00 -0.33
H -2.692700 1.245610 -1.319366 0.38 -0.11 0.31
H -0.295991 -2.236138 -1.348512 0.09 0.15 0.13
H 2.589002 1.371633 0.031770 -0.18 -0.15 0.30
H -1.313262 0.578250 1.502921 0.20 -0.25 -0.13
H 1.274136 1.341297 -1.125745 0.11 -0.27 -0.33
H -0.333310 -0.931558 1.978033 0.03 0.27 -0.02
H 0.135529 -2.475897 0.280666 -0.08 0.21 -0.16
H 0.643031 1.563654 1.214153 0.31 -0.40 -0.24
H 2.095697 -0.189243 -0.621039 -0.10 0.20 -0.17
```
Forces are in eV/Å.

HOMO   -7.685 eV
Frontier orbital gap   8.61 eV
2S+1   1
E_tot   -359.0730 a.u.
Energy above the lowest of the compared OMol25 structures with the same formula, charge and spin   107.6 kcal/mol
SMILES string   CNC/C(N)=N\O

(2)
2 unconnected molecules or ions with the total composition C3H9N3O at a distorted geometry, computed with ωB97M-V/def2-TZVPD.

Structure (XYZ):
```
16
Properties=species:S:1:pos:R:3:forces:R:3
O 0.049513 -1.688773 1.132081 -0.14 0.67 -0.27
N 2.730639 0.026418 -0.913556 -0.52 -0.18 0.42
N 1.506460 0.397916 -0.488582 0.86 0.49 -0.80
N 0.227265 -0.280909 1.014706 0.30 -0.84 1.30
C -0.871459 0.295583 0.471179 -0.30 0.20 -0.92
C -0.772366 1.601506 0.067991 -0.22 -0.23 0.66
C -2.087387 -0.536843 0.156553 0.04 -0.07 -0.03
H 2.887018 -0.375913 -1.829926 0.01 -0.07 0.34
H -1.845345 -1.352407 -0.527773 0.00 0.01 0.04
H 0.756814 -1.937341 1.738137 -0.03 0.13 -0.07
H 3.492516 0.486240 -0.435499 -0.14 -0.04 -0.35
H 0.052688 2.223827 0.369099 0.13 -0.09 -0.08
H -1.601245 2.086535 -0.424762 -0.12 -0.09 -0.03
H 0.813310 -0.030805 -1.098132 0.12 0.08 -0.26
H -2.861117 0.078809 -0.298422 0.02 0.03 0.06
H -2.477302 -0.993842 1.066903 -0.02 0.01 -0.04
```
Forces are in eV/Å.

HOMO (spin up / spin down)   -7.323 / -7.514 eV
Frontier orbital gap (spin up / spin down)   7.72 / 8.44 eV
2S+1   1
E_tot   -359.0125 a.u.
Energy above the lowest of the compared OMol25 structures with the same formula, charge and spin   145.6 kcal/mol

(3)
2 unconnected molecules or ions with the total composition C3H9N3O at a distorted geometry, computed with ωB97M-V/def2-TZVPD.

Structure (XYZ):
```
16
Properties=species:S:1:pos:R:3:forces:R:3
O 1.018638 1.721629 -1.727706 -0.34 -0.57 0.43
N 0.962827 0.325063 -1.556424 -2.32 -0.34 -0.83
N -0.257957 -0.022427 -1.454845 2.50 1.40 -1.56
N 1.224326 0.176842 1.106919 1.65 0.41 -1.17
C -0.820088 0.465681 2.439822 0.15 0.05 0.22
C 0.005207 0.351791 1.212786 -1.65 -0.69 -2.78
C -0.427929 -1.450644 -1.619264 0.14 -0.51 0.75
H 1.963949 1.914953 -1.784082 0.00 -0.17 0.09
H -1.191690 -1.775436 -0.913651 -0.08 -0.05 -0.09
H -0.782532 -1.636782 -2.631288 0.00 0.07 -0.03
H 0.481183 -2.029364 -1.431353 0.02 0.12 -0.09
H -0.203159 0.319251 3.322511 0.02 0.00 0.10
H -1.282907 1.452252 2.488516 -0.03 -0.01 -0.04
H -0.573417 0.287818 0.100551 0.36 0.64 2.63
H 1.501674 0.174111 0.025066 -0.38 -0.35 2.39
H -1.618126 -0.274740 2.422441 -0.05 -0.01 0.00
```
Forces are in eV/Å.

HOMO   -9.252 eV
Frontier orbital gap   9.74 eV
2S+1   1
E_tot   -359.0720 a.u.
Energy above the lowest of the compared OMol25 structures with the same formula, charge and spin   108.2 kcal/mol
SMILES string   [H]/N=C/C.C/N=N/O

(4)
2 unconnected molecules or ions with the total composition C3H9N3O at a distorted geometry, computed with ωB97M-V/def2-TZVPD.

Structure (XYZ):
```
16
Properties=species:S:1:pos:R:3:forces:R:3
O 0.752761 -0.778144 0.356188 0.14 0.58 -0.17
N 0.537035 0.888470 -0.479787 0.55 -0.92 0.29
N -1.690297 -0.497690 0.543644 0.79 -0.30 0.21
N -0.688204 1.021215 -0.889169 -0.81 0.29 0.30
C -1.754891 0.510790 -0.323005 0.62 -0.39 -0.51
C 1.135090 -1.688758 -0.645935 -0.02 0.16 -0.06
C 0.877148 1.703876 0.692429 -0.09 -0.16 -0.01
H -2.534976 -1.025938 0.696636 0.07 0.09 0.05
H 0.373249 -1.774389 -1.433055 0.04 -0.02 0.05
H 1.830668 1.351388 1.073684 -0.04 0.02 -0.02
H 0.980204 2.727394 0.325907 -0.03 -0.07 0.01
H 1.281959 -2.674125 -0.189483 -0.03 0.07 -0.02
H -0.579690 -0.881969 0.645158 -1.16 0.57 -0.17
H -2.707416 0.827767 -0.736667 0.02 0.08 0.12
H 0.112465 1.666443 1.472504 -0.03 -0.01 -0.05
H 2.074895 -1.376329 -1.109050 -0.03 -0.01 -0.01
```
Forces are in eV/Å.

HOMO (spin up / spin down)   -8.595 / -8.595 eV
Frontier orbital gap (spin up / spin down)   9.20 / 9.20 eV
2S+1   1
E_tot   -359.0727 a.u.
Energy above the lowest of the compared OMol25 structures with the same formula, charge and spin   107.7 kcal/mol

(5)
A single C3H9N3O molecule at a distorted geometry, computed with ωB97M-V/def2-TZVPD.

Structure (XYZ):
```
16
Properties=species:S:1:pos:R:3:forces:R:3
O -2.127531 1.398198 0.427636 0.13 0.28 0.77
N -1.402508 -0.230106 1.819805 -0.51 -0.88 1.51
N -0.195938 0.388232 -0.120423 -0.50 -0.51 1.70
N 2.144606 -0.289504 -1.981636 0.29 0.56 0.03
C 0.542049 -0.859996 -0.137895 0.31 0.92 0.16
C 1.988812 -0.662072 -0.572650 -0.34 -0.72 -1.23
C -1.286979 0.563921 0.731262 0.02 0.56 -2.92
H 2.540668 0.077118 0.002967 -0.21 -0.16 0.39
H 0.014746 -1.615227 -0.744601 0.39 0.05 -0.06
H -1.201233 -1.212592 1.853445 0.79 -0.03 -0.55
H 1.476613 -0.760133 -2.559493 -0.28 -0.36 -0.33
H -2.297774 -0.135467 2.260603 -0.32 0.61 0.06
H 2.048062 0.706213 -2.176611 0.04 -0.29 0.35
H 2.424769 -1.662901 -0.456220 0.41 0.31 0.11
H 0.604699 -1.239484 0.877563 -0.17 -0.04 0.19
H -0.186706 1.047533 -0.879377 -0.04 -0.27 -0.19
```
Forces are in eV/Å.

HOMO   -9.234 eV
Frontier orbital gap   10.01 eV
2S+1   1
E_tot   -359.2326 a.u.
Energy above the lowest of the compared OMol25 structures with the same formula, charge and spin   7.4 kcal/mol
SMILES string   NCCNC(N)=O

(6)
2 unconnected molecules or ions with the total composition C3H9N3O2 at a distorted geometry, computed with ωB97M-V/def2-TZVPD.

Structure (XYZ):
```
17
Properties=species:S:1:pos:R:3:forces:R:3
O 2.132958 -0.699308 0.443024 -0.45 1.39 0.23
O 1.178102 -0.190682 -1.522714 -0.36 0.73 1.19
N -0.171115 -0.886520 1.730865 0.19 -0.13 -0.62
N 0.663404 1.997595 0.105194 -2.74 1.84 -0.79
N -0.223607 -0.570033 0.343962 2.86 0.30 -0.13
C -0.374783 2.119386 -0.648179 4.04 1.02 0.95
C 1.070266 -0.243028 -0.303790 -2.20 -4.52 -1.04
C -1.326904 -1.103130 -0.432458 0.00 0.31 0.01
H 0.086741 -1.869386 1.817045 -0.07 0.05 0.16
H -1.053416 -1.401626 -1.444575 0.24 0.29 0.04
H -0.314933 1.806070 -1.694634 -0.29 -0.79 0.02
H -1.733195 -1.994038 0.060076 0.12 0.17 0.08
H -2.102252 -0.332735 -0.466618 -0.30 -0.21 -0.27
H -1.096382 -0.771733 2.137673 0.19 0.19 -0.20
H 2.880754 -0.664013 -0.175895 -0.17 0.05 0.11
H -1.220110 2.780916 -0.430632 -0.10 -0.31 0.63
H 1.604472 2.022266 0.481654 -0.94 -0.40 -0.36
```
Forces are in eV/Å.

HOMO   -8.525 eV
Frontier orbital gap   9.18 eV
2S+1   1
E_tot   -434.3170 a.u.
Energy above the lowest of the compared OMol25 structures with the same formula, charge and spin   131.3 kcal/mol
SMILES string   CN(N)C(=O)O.C=N

(7)
A single C3H9N3O2 molecule at a distorted geometry, computed with ωB97M-V/def2-TZVPD.

Structure (XYZ):
```
17
Properties=species:S:1:pos:R:3:forces:R:3
O 0.317605 1.830694 1.344281 0.13 0.41 0.18
O 1.880650 0.345629 0.634186 0.50 -0.22 -0.26
N -1.787958 0.173182 0.429528 -0.04 -0.21 0.13
N 0.983625 -1.801904 -0.699326 0.11 -0.20 -0.13
N -0.168079 0.863620 -1.227093 0.06 0.11 -0.08
C -0.450370 0.006335 -0.076851 0.81 0.96 0.73
C 0.579919 0.506901 1.068731 -1.20 -0.74 -0.64
C -0.172838 -1.441126 -0.333389 -0.04 -0.46 0.01
H 0.364103 -0.055541 1.988306 0.04 0.09 -0.10
H -1.010299 -2.111786 -0.124696 0.07 -0.19 -0.10
H 0.832183 0.883896 -1.411094 -0.10 -0.16 -0.09
H -2.458920 0.208922 -0.329291 -0.03 0.02 0.05
H -1.843355 1.046513 0.941527 0.00 0.05 -0.12
H 0.521274 2.335177 0.542139 -0.11 -0.06 0.05
H -0.637523 0.518978 -2.058616 0.09 0.07 0.03
H 1.116777 -2.803035 -0.815422 -0.27 0.01 0.05
H 1.933206 -0.506454 0.127080 -0.04 0.54 0.28
```
Forces are in eV/Å.

HOMO   -9.629 eV
Frontier orbital gap   10.34 eV
2S+1   1
E_tot   -434.4466 a.u.
Energy above the lowest of the compared OMol25 structures with the same formula, charge and spin   49.9 kcal/mol
SMILES string   [H]/N=C/C(N)(N)C(O)O

(8)
A single C3H9N3O2 molecule at a distorted geometry, computed with ωB97M-V/def2-TZVPD.

Structure (XYZ):
```
17
Properties=species:S:1:pos:R:3:forces:R:3
O 1.021805 -0.734364 -2.306105 -1.25 -1.33 1.57
O 0.282398 1.634923 1.629051 0.79 0.01 -0.37
N -0.286432 0.637981 0.833050 -0.27 -1.13 -1.70
N 0.361201 1.639327 -1.259171 0.08 0.08 -0.60
N 0.604900 -1.915273 -0.239444 -0.09 -0.92 0.40
C 0.173219 0.479025 -0.573942 -1.63 -0.67 4.15
C 0.353380 -0.790393 -0.952807 2.21 2.99 -3.62
C -1.521402 0.089478 1.371912 0.38 0.18 -0.15
H -2.174519 -0.248934 0.561012 0.22 0.13 0.04
H 1.217580 -1.672971 -2.456537 0.16 0.46 -0.26
H 0.973735 1.510034 -2.059112 0.01 0.48 0.32
H 1.153099 1.260087 1.864605 -0.49 0.37 0.13
H 0.490166 2.421788 -0.629187 0.22 -0.01 -0.45
H -0.009015 -2.675133 -0.517300 0.06 -0.06 0.89
H -1.308855 -0.768608 2.020040 -0.19 0.00 0.09
H -2.049724 0.847217 1.961533 0.08 -0.05 -0.13
H 0.718465 -1.714186 0.752399 -0.29 -0.54 -0.32
```
Forces are in eV/Å.

HOMO   -6.998 eV
Frontier orbital gap   7.64 eV
2S+1   1
E_tot   -434.3366 a.u.
Energy above the lowest of the compared OMol25 structures with the same formula, charge and spin   119.0 kcal/mol
SMILES string   CN(O)/C(N)=C(\N)O

(9)
A single C3H9N3O2 molecule, computed with ωB97M-V/def2-TZVPD.

Structure (XYZ):
```
17
Properties=species:S:1:pos:R:3:forces:R:3
O 0.874955 -1.036882 1.502167 -0.06 0.24 -0.38
O -0.584034 0.838105 -2.170018 -0.18 -0.29 0.27
N -1.005746 -0.492433 -1.617709 0.29 0.21 -0.02
N -1.508408 0.834864 1.672493 0.21 0.00 -0.24
N 0.791323 -0.230705 0.306521 -0.37 0.12 0.20
C -1.053334 0.809668 0.444964 0.01 -0.07 0.31
C 1.827076 -0.592261 -0.648835 -0.19 -0.08 0.09
C -0.781047 -0.435249 -0.291297 0.33 -0.11 -0.11
H 1.468498 -0.539459 2.080728 -0.06 -0.04 -0.08
H -0.973221 0.790830 -3.047225 0.02 0.00 0.08
H 1.637137 -0.015779 -1.553155 -0.01 -0.03 0.02
H 1.791721 -1.658223 -0.896334 0.00 0.04 0.00
H -1.654304 1.700358 2.171020 0.07 -0.06 -0.08
H -1.560358 -0.023629 2.204221 -0.04 0.02 -0.09
H -1.129696 -1.350335 0.190155 0.02 0.03 0.04
H 2.813019 -0.338151 -0.249478 -0.07 -0.01 -0.01
H -0.953582 1.739282 -0.098220 0.05 0.01 0.02
```
Forces are in eV/Å.

HOMO   -6.506 eV
Frontier orbital gap   6.84 eV
2S+1   1
E_tot   -434.2304 a.u.
Energy above the lowest of the compared OMol25 structures with the same formula, charge and spin   185.6 kcal/mol

(10)
A molecular structure, C3H9N3O2 at a distorted geometry, computed with ωB97M-V/def2-TZVPD.

Structure (XYZ):
```
17
Properties=species:S:1:pos:R:3:forces:R:3
O -0.402410 1.288794 -1.387153 -0.40 -0.65 -1.97
O 1.500942 -1.515110 -0.552265 1.46 2.98 3.47
N 0.965383 -0.436114 -1.342236 2.90 -1.99 0.26
N -0.339521 0.094746 0.473693 -2.44 4.61 3.79
N 0.449201 -0.305340 1.527690 1.77 0.09 3.31
C 0.236557 0.333624 -0.690844 -0.52 -0.41 -2.72
C -0.414737 0.917759 -2.806697 0.29 -1.14 -2.65
C -0.497734 -0.849634 2.496394 0.05 0.35 4.09
H 0.723237 0.787839 -3.314958 -3.42 -0.12 1.77
H 1.855431 -0.936406 0.521035 -2.06 -2.94 -4.35
H -0.803277 1.785179 -3.247278 -0.47 1.44 -0.61
H -0.020843 -0.670720 3.556091 -0.47 -0.67 -1.80
H -0.910067 1.036804 0.782529 1.24 -2.89 -1.11
H -1.339463 0.052064 -3.305641 3.25 2.02 2.40
H -1.310149 0.038781 2.611308 0.66 -2.89 -0.50
H 1.040498 0.438812 2.136726 -1.91 -1.34 -2.44
H -0.733051 -2.061077 2.541605 0.07 3.55 -0.95
```
Forces are in eV/Å.

HOMO   -8.402 eV
Frontier orbital gap   8.80 eV
2S+1   1
E_tot   -434.1603 a.u.
Energy above the lowest of the compared OMol25 structures with the same formula, charge and spin   229.6 kcal/mol